Entry 1:
Here is a molecular structure, C28H31As2GeO4SSn from the Open Molecules 2025 dataset. Energies are from ωB97M-V/def2-TZVPD.

The geometry in XYZ format:
```
68
Properties=species:S:1:pos:R:3
Sn -1.180 -0.520 0.897
C -2.586 1.718 4.295
As -1.514 1.755 2.678
C 0.202 2.406 3.303
C -2.185 3.331 1.731
C -3.067 4.216 2.347
C -3.525 5.343 1.683
C -3.103 5.602 0.388
C -2.233 4.721 -0.236
C -1.770 3.584 0.420
As -0.596 2.321 -0.513
C 0.658 3.579 -1.350
C -1.769 1.940 -2.028
H -2.427 2.623 4.880
H -2.252 0.849 4.857
H -3.640 1.620 4.044
H 0.079 3.388 3.755
H 0.883 2.463 2.456
H 0.580 1.681 4.019
H -3.406 4.031 3.359
H -4.210 6.019 2.179
H -3.452 6.482 -0.137
H -1.917 4.927 -1.252
H 0.152 4.219 -2.072
H 1.429 3.009 -1.863
H 1.124 4.196 -0.584
H -2.061 2.864 -2.527
H -2.661 1.431 -1.663
H -1.246 1.290 -2.729
O -0.340 -0.519 4.359
S 0.024 -1.376 3.256
O 0.916 -2.455 3.554
O 0.596 -0.499 2.114
O -1.252 -1.873 2.551
C 0.163 0.150 -4.955
C -0.585 -0.969 -4.616
C -0.379 -1.602 -3.398
C 0.568 -1.122 -2.493
C 1.305 0.011 -2.844
C 1.113 0.637 -4.067
Ge 0.864 -1.949 -0.743
C 0.059 -3.701 -0.505
C 0.839 -4.755 -0.030
C 0.279 -6.005 0.183
C -1.068 -6.217 -0.072
C -1.858 -5.172 -0.532
C -1.298 -3.922 -0.740
C 2.753 -1.906 -0.282
C 3.690 -1.677 -1.291
C 5.050 -1.709 -1.017
C 5.488 -1.972 0.273
C 4.563 -2.203 1.283
C 3.203 -2.170 1.011
H 0.010 0.637 -5.910
H -1.322 -1.360 -5.306
H -0.955 -2.489 -3.159
H 2.054 0.397 -2.159
H 1.706 1.505 -4.328
H 1.890 -4.598 0.184
H 0.895 -6.814 0.556
H -1.506 -7.192 0.099
H -2.913 -5.329 -0.718
H -1.934 -3.109 -1.074
H 3.364 -1.473 -2.306
H 5.763 -1.533 -1.812
H 6.548 -1.997 0.491
H 4.897 -2.408 2.292
H 2.499 -2.347 1.816
```

Results
2S+1 = 2
Energy above the lowest of the compared OMol25 structures with the same formula, charge and spin = 0.000 eV
Charge = 0
Electronic energy = -8547.472760 hartree
Frontier orbital gap (spin up / spin down) = 7.049 / 7.181 eV

***

Entry 2:
Here is 2 unconnected molecules or ions with the total composition C4H2F5IN2 in a non-equilibrium geometry from the Open Molecules 2025 dataset. Energies are from ωB97M-V/def2-TZVPD.

The geometry in XYZ format:
```
14
Properties=species:S:1:pos:R:3
N -0.270 -0.067 1.372
C -0.033 -1.230 0.787
C 0.707 -1.512 -0.338
F 0.806 -2.706 -0.884
F 1.473 -0.593 -0.857
C -0.794 -2.372 1.464
F -2.104 -2.182 1.442
F -0.509 -3.565 1.011
F -0.526 -2.363 2.857
H -0.472 -0.093 2.442
H 0.341 0.657 1.104
N 2.525 1.948 0.168
C 3.202 1.029 -0.004
I 4.695 -0.282 -0.299
```

Results
2S+1 = 1
Energy above the lowest of the compared OMol25 structures with the same formula, charge and spin = 0.859 eV
Charge = 0
Electronic energy = -1060.100542 hartree
Frontier orbital gap = 8.105 eV

***

Entry 3:
Here is 9 unconnected molecules or ions with the total composition C6H31N2O8 in a non-equilibrium geometry from the Open Molecules 2025 dataset. Energies are from ωB97M-V/def2-TZVPD.

The geometry in XYZ format:
```
47
Properties=species:S:1:pos:R:3
C -1.538 0.051 -2.611
C -0.718 0.176 -1.349
C -0.379 -1.240 -0.688
C 0.458 -1.005 0.470
C 0.185 -1.242 1.771
N 1.264 -0.868 2.616
C 1.880 -1.866 3.407
N -1.355 1.065 -0.315
H -1.485 -0.923 -2.960
H -1.143 0.728 -3.429
H -2.585 0.355 -2.796
H 0.230 0.771 -1.581
H 0.222 -1.773 -1.444
H -1.113 -1.896 -0.552
H 1.422 -0.456 0.099
H -0.658 -1.936 2.122
H 1.879 -0.337 2.062
H 2.481 -2.577 2.756
H 2.426 -1.203 4.257
H 1.193 -2.443 4.008
H -0.800 1.846 -0.324
H -1.378 0.616 0.634
H -2.370 1.167 -0.712
H -3.365 3.400 -0.999
H -2.355 4.485 -1.273
O -2.667 3.697 -1.614
H 0.534 1.041 2.470
H 1.046 2.453 2.182
O 0.398 1.736 1.819
H -3.299 -3.222 2.302
H -2.422 -2.592 1.261
O -2.696 -3.420 1.554
H 4.276 2.776 -0.260
H 3.510 2.004 0.875
O 3.501 2.261 -0.047
H 0.182 -4.565 -1.895
H 0.532 -3.152 -2.924
O -0.175 -3.850 -2.561
H 0.778 3.311 -3.103
H 1.737 4.238 -2.015
O 0.935 3.737 -2.156
H 4.103 -0.309 -2.018
H 3.880 0.443 -0.717
O 3.439 -0.130 -1.304
H -3.101 0.111 2.121
H -3.865 -0.987 1.449
O -3.028 -0.475 1.409
```

Results
2S+1 = 1
Energy above the lowest of the compared OMol25 structures with the same formula, charge and spin = 6.379 eV
Charge = +1
Electronic energy = -958.270421 hartree
Frontier orbital gap = 8.431 eV

***

Entry 4:
Here is C6H12 in the gas phase in a non-equilibrium geometry from the Open Molecules 2025 dataset. Energies are from ωB97M-V/def2-TZVPD.

The geometry in XYZ format:
```
18
Properties=species:S:1:pos:R:3
C 2.692 -0.257 0.142
C 1.182 -0.702 -0.019
C 0.120 -0.032 -0.222
C 0.095 1.478 -0.139
C -1.263 -0.706 -0.390
C -2.344 -0.148 0.413
H 2.777 0.926 0.020
H 2.879 -0.434 1.135
H 3.258 -0.713 -0.458
H 1.086 -1.984 0.093
H -0.227 1.793 0.638
H 0.908 1.824 -0.085
H -0.525 1.611 -1.106
H -1.472 -0.673 -1.482
H -1.186 -1.999 -0.242
H -2.748 0.774 0.034
H -2.082 -0.075 1.376
H -3.150 -0.684 0.293
```

Results
2S+1 = 1
Energy above the lowest of the compared OMol25 structures with the same formula, charge and spin = 5.771 eV
Charge = 0
Electronic energy = -235.606150 hartree
Frontier orbital gap = 10.238 eV

***

Entry 5:
Here is 3 unconnected molecules or ions with the total composition C20H17F3N3O2 in a non-equilibrium geometry from the Open Molecules 2025 dataset. Energies are from ωB97M-V/def2-TZVPD.

The geometry in XYZ format:
```
45
Properties=species:S:1:pos:R:3
C 3.793 0.589 3.019
C 3.305 1.610 2.542
C 2.539 2.799 1.836
C 1.326 2.135 1.037
N 1.482 0.904 0.389
C 0.254 0.491 -0.217
C -0.640 1.621 0.133
C -2.178 1.812 -0.190
O -2.573 1.740 -1.327
N -3.060 2.125 0.974
C -2.574 1.420 2.162
O -2.501 0.233 2.274
F -2.108 2.212 3.243
N 0.028 2.640 0.905
H 3.990 -0.507 3.203
H 2.062 3.428 2.656
H 3.228 3.394 1.171
H 2.334 0.313 0.361
H -0.025 -0.430 -0.793
H -2.837 3.122 1.177
H -0.333 3.513 1.299
F 3.219 -1.442 -0.395
C 4.498 -1.847 -0.202
C 5.503 -0.900 -0.115
C 6.814 -1.315 0.088
C 7.103 -2.672 0.191
C 6.083 -3.613 0.097
C 4.771 -3.198 -0.096
H 5.260 0.152 -0.206
H 7.609 -0.583 0.165
H 8.126 -2.996 0.345
H 6.310 -4.670 0.173
H 3.963 -3.916 -0.163
F -8.764 0.111 -2.521
C -7.495 -0.280 -2.329
C -6.496 0.675 -2.247
C -5.182 0.270 -2.044
C -4.882 -1.085 -1.935
C -5.895 -2.034 -2.024
C -7.210 -1.630 -2.217
H -6.748 1.724 -2.342
H -4.391 1.009 -1.970
H -3.856 -1.401 -1.780
H -5.660 -3.089 -1.944
H -8.013 -2.354 -2.280
```

Results
2S+1 = 1
Charge = +1
Electronic energy = -1386.297281 hartree
Frontier orbital gap = 6.796 eV

***

Entry 6:
Here is C4H2F3N in the gas phase in a non-equilibrium geometry from the Open Molecules 2025 dataset. Energies are from ωB97M-V/def2-TZVPD.

The geometry in XYZ format:
```
10
Properties=species:S:1:pos:R:3
N 1.355 1.084 -2.482
C 0.703 0.492 -1.749
C -0.117 -0.295 -0.831
F -1.368 -0.482 -1.419
C -0.266 0.403 0.469
C -0.044 -0.194 1.641
F -0.128 0.376 2.809
F 0.377 -1.445 1.765
H 0.178 -1.341 -0.723
H -0.691 1.401 0.519
```

Results
2S+1 = 1
Energy above the lowest of the compared OMol25 structures with the same formula, charge and spin = 0.202 eV
Charge = 0
Electronic energy = -507.926821 hartree
Frontier orbital gap = 11.508 eV